Entry 1:
Here is a cluster of 2 separate species, C2H11N2 in total in a non-equilibrium geometry from the OMol25 dataset. Energies are from wB97M-V/def2-TZVPD.

```
15
Properties=species:S:1:pos:R:3:forces:R:3
N -1.3887 1.8448 -0.7991 0.54 -0.64 -0.36
N 0.5511 -0.1394 0.2115 -0.82 -1.62 0.65
C 1.2992 -1.1361 -0.6097 0.67 -0.54 0.65
C -0.2547 -0.8193 1.3169 0.13 -0.41 -0.50
H -0.6555 -1.7503 0.9208 -0.04 0.04 0.02
H 0.5270 -1.0522 2.0436 -0.63 -0.06 0.34
H -2.2018 1.5916 -0.2515 -0.16 0.38 -0.18
H -1.0893 -0.2111 1.7074 0.79 0.01 -0.24
H -1.5549 1.6163 -1.7738 -0.32 0.01 0.07
H 2.1756 -0.6687 -1.0471 -0.42 0.31 -0.69
H 1.7683 -1.8979 0.0218 -0.53 0.01 0.19
H -0.0826 0.3547 -0.4462 0.24 1.24 0.79
H 1.1652 0.4081 0.8051 0.19 0.97 -1.03
H -1.2206 2.8422 -0.7815 -0.12 0.02 0.32
H 0.5848 -1.6138 -1.2908 0.49 0.29 -0.01
```
Positions in Å, forces in eV/Å.

Properties
Energy (eV): -5226.155
Max |F| (eV Å⁻¹): 1.9
HOMO energy (eV): -14.92
E_LUMO (eV): -3.21
Spin multiplicity: 1
Orbital gap (eV): 11.7096
Charge: +1
ΔE to the lowest compared entry with this formula, charge and spin (kcal/mol): 18.2

---

Entry 2:
Here is a structure of composition C25H49ClFGeO5PPbS2Te in a non-equilibrium geometry from the OMol25 dataset. Energies are from wB97M-V/def2-TZVPD.

```
87
Properties=species:S:1:pos:R:3:forces:R:3
Pb 2.1227 0.2072 -1.1651 -0.33 -0.47 -0.27
Te 5.1429 -0.8936 -1.6776 -0.06 -0.02 0.11
Ge 1.5669 1.1045 2.2224 0.44 -0.36 0.28
Cl -2.8789 2.1051 -1.9495 -0.06 -2.49 1.36
S -1.7566 -0.3368 2.5379 -0.14 0.10 -0.05
S 0.1404 -1.8892 -1.8289 1.25 0.87 0.73
P -3.0101 -1.5841 1.2916 0.08 -0.10 -0.01
F 3.0462 0.3482 -3.1426 -0.05 -0.06 0.02
O -2.2725 -2.9755 1.6679 -0.13 -0.04 0.05
O -4.3463 -1.7957 2.2055 0.05 0.03 0.10
O 1.9927 -0.5228 1.5596 -0.06 0.12 0.00
O -0.2137 2.3900 0.4695 1.01 -0.90 0.46
O 2.7000 1.7756 0.9591 0.01 0.33 0.16
C -1.1243 2.9056 0.0707 -1.02 1.09 -0.48
C 1.0128 -2.7126 1.4389 0.08 -0.11 0.02
C -2.2560 -3.9980 0.6496 0.08 0.01 -0.08
C -2.0196 0.5560 -2.5652 -0.26 -0.04 -0.22
C 3.4067 -2.3550 2.0322 0.01 0.01 0.03
C -3.8870 3.9103 -1.8561 1.41 -0.11 -1.94
C -2.8239 -0.4339 -3.0189 -0.03 -0.17 -0.04
C -5.3669 -0.1018 3.6041 -0.01 0.00 0.00
C -3.6267 -4.5952 0.4186 0.00 0.00 0.03
C -0.6313 0.6301 -2.9776 0.18 -0.53 -0.05
C 2.3620 4.1876 1.2897 0.00 -0.03 0.05
C -5.2933 -0.7156 2.2234 -0.02 -0.02 -0.04
C 4.4906 3.0292 1.9276 0.01 0.04 -0.02
C 4.3352 -2.4986 -2.8136 0.02 -0.02 -0.02
C -0.0460 -0.7093 -3.3231 -0.48 -0.98 0.92
C 1.9866 -1.8222 2.1858 0.09 0.01 0.03
C 3.8515 3.2584 -0.4864 0.01 0.06 0.01
C -2.3323 -1.6229 -3.6212 -0.08 0.13 0.00
C 6.1851 -2.1507 -0.2948 0.00 -0.03 -0.03
C -0.9731 -1.7977 -3.6757 -0.48 0.91 -2.13
C 1.6230 -1.7133 3.6618 0.02 0.01 -0.02
C -3.4909 1.3425 -0.5574 0.55 0.19 0.21
C 3.3343 3.0684 0.9341 -0.01 -0.05 0.00
C 0.1362 1.7184 -3.1636 0.12 0.24 0.27
C -3.6998 5.1776 -1.1446 -0.06 0.34 0.36
H -4.3189 -3.8497 0.0239 0.00 0.00 -0.01
H -6.2561 -1.1372 1.9311 0.00 0.01 -0.01
H -3.5459 5.9792 -1.8715 -0.05 0.06 -0.01
H 1.1442 1.6027 -3.5474 -0.07 0.04 -0.10
H -3.5553 -5.4073 -0.3065 0.00 0.00 0.00
H 4.1168 2.8540 2.9396 0.00 0.01 0.00
H 1.0289 -3.7218 1.8572 0.00 0.00 0.02
H -6.1157 0.6923 3.6187 0.00 0.00 0.00
H -2.8384 5.1521 -0.4810 0.07 0.00 0.01
H 0.0033 -2.3246 1.5105 -0.07 0.03 -0.02
H 4.3130 4.2405 -0.6033 0.02 -0.02 0.01
H -5.6474 -0.8569 4.3383 0.00 0.00 0.00
H 4.1266 -1.6404 2.4351 0.00 -0.01 0.03
H 3.8442 -2.0402 -3.6672 -0.01 0.00 0.01
H 2.8774 5.1486 1.2575 0.00 0.00 0.01
H -5.0234 0.0369 1.4731 0.00 0.00 0.02
H -4.2966 1.9365 -0.1380 0.11 -0.07 -0.08
H 5.0379 3.9736 1.9275 0.01 -0.01 -0.01
H -3.3459 0.2778 -0.4995 -0.40 0.07 -0.20
H 2.3421 -1.0812 4.1910 0.00 0.00 0.00
H -2.2815 3.4982 -3.1198 -1.83 1.78 0.32
H 7.1504 -2.4352 -0.7056 -0.01 0.00 -0.01
H 0.6228 -1.3018 3.7922 -0.04 0.02 0.00
H 0.9062 -0.6748 -3.8451 -0.13 0.07 -0.10
H 1.5339 4.2205 0.5847 -0.01 0.01 -0.03
H 6.3301 -1.5965 0.6299 0.00 0.00 0.00
H 3.6315 -2.5116 0.9763 0.00 0.03 -0.01
H -3.7369 1.9969 -2.9506 0.38 0.31 -0.49
H -4.4037 0.3175 3.8913 0.00 0.00 0.00
H -4.5838 5.4603 -0.5565 -0.01 -0.08 -0.05
H 1.6435 -2.7009 4.1247 0.00 0.01 -0.01
H -4.7903 3.8260 -2.4803 -0.02 0.22 0.09
H -1.8442 -3.5769 -0.2725 -0.01 0.01 0.01
H 3.0305 3.1937 -1.2045 -0.01 0.01 -0.01
H 5.5942 -3.0395 -0.0879 -0.01 0.00 0.00
H -0.2312 2.7226 -2.9973 -0.03 0.01 0.06
H -2.9942 -2.3785 -4.0163 -0.08 -0.03 0.17
H 1.9593 4.0598 2.2976 0.00 -0.01 -0.01
H -2.0901 0.7555 1.8246 -0.01 -0.03 -0.04
H -1.5597 -4.7488 1.0206 0.01 0.00 0.00
H -4.0377 -4.9866 1.3490 -0.01 0.00 0.00
H -3.9019 -0.2916 -2.9415 -0.03 -0.13 0.20
H 3.5218 -3.3046 2.5584 -0.01 -0.01 -0.03
H 5.1802 2.2249 1.6684 -0.01 -0.01 0.01
H 3.6121 -3.0538 -2.2217 -0.01 0.02 0.00
H -0.5739 -2.5770 -4.3107 0.16 -0.25 0.42
H 4.5964 2.4994 -0.7328 -0.03 -0.03 -0.01
H 1.2939 -2.7749 0.3854 0.00 -0.01 0.05
H 5.1451 -3.1471 -3.1374 0.00 0.02 -0.02
```
Positions in Å, forces in eV/Å.

Properties
Energy (eV): -152199.944
Max |F| (eV Å⁻¹): 2.8
HOMO energy (eV): -6.25
E_LUMO (eV): -0.11
Spin multiplicity: 1
Orbital gap (eV): 6.1435
ΔE to the lowest compared entry with this formula, charge and spin (kcal/mol): 382.8

---

Entry 3:
Here is the molecule C26H31N3O2 from the OMol25 dataset. Energies are from wB97M-V/def2-TZVPD.

```
62
Properties=species:S:1:pos:R:3:forces:R:3
O -6.3091 -3.7488 0.0078 0.21 -0.20 0.01
O 1.4836 -1.6871 -0.8516 -0.06 -0.17 -0.46
N -2.1943 1.2964 -0.0382 0.49 0.21 0.01
N 0.3342 2.5903 0.0474 -0.21 -0.06 -0.01
N -6.9518 -1.5577 -0.0347 -0.28 0.35 -0.01
C -4.6006 2.6972 -0.0874 0.22 0.15 0.00
C -5.7957 0.5226 -0.0628 -0.06 -0.31 0.00
C 5.7992 -1.1252 -0.3820 -0.02 0.01 -0.15
C 0.5774 1.7148 -1.0848 0.33 -0.06 -0.26
C -5.7448 -0.8542 -0.0388 0.17 0.43 -0.01
C -0.8858 3.3532 -0.0563 0.14 0.06 -0.01
C 1.4737 -0.9143 0.3260 -0.10 0.41 0.34
C 6.0719 -2.2703 0.3558 0.00 0.02 -0.02
C -3.3613 0.6227 -0.0401 -0.68 0.11 -0.02
C 3.7886 0.1036 0.3994 -0.33 -0.07 -0.26
C -4.6176 1.2845 -0.0642 0.41 -0.23 0.01
C -8.6546 -3.2366 -0.0034 0.13 -0.22 0.01
C -7.1751 -2.9072 -0.0093 -0.50 0.03 -0.01
C 2.0090 1.1889 -1.0253 -0.26 -0.10 0.08
C 1.8743 1.3013 1.4423 -0.24 -0.05 -0.13
C -3.3365 -0.7864 -0.0184 -0.24 0.04 0.00
C -4.4953 -1.5089 -0.0179 0.24 -0.19 0.01
C -3.4037 3.3517 -0.0829 -0.31 -0.14 -0.01
C 2.2832 0.4022 0.2628 0.23 -0.01 0.05
C 0.4667 1.8787 1.3059 0.16 -0.13 0.32
C 6.8578 -0.3099 -0.7612 -0.01 -0.02 0.00
C 8.1585 -0.6329 -0.4173 0.10 0.06 0.00
C 4.3845 -0.7574 -0.7221 0.05 0.03 0.30
C 7.3708 -2.5964 0.7019 0.04 -0.07 0.07
C -2.2020 2.6018 -0.0572 -0.06 -0.10 0.01
C 8.4186 -1.7778 0.3158 0.12 -0.02 0.03
H 0.4484 2.3038 -1.9982 -0.04 -0.06 0.00
H 0.4379 -0.6956 0.6111 0.06 -0.04 0.05
H 7.5677 -3.4927 1.2725 0.01 -0.07 0.04
H -6.7485 1.0366 -0.0799 -0.11 0.02 0.00
H -0.8355 3.9406 -0.9816 -0.04 0.05 0.09
H 4.3680 -0.1999 -1.6597 -0.06 -0.06 -0.07
H -7.7728 -0.9675 -0.0480 0.11 -0.21 0.00
H 2.2076 0.5738 -1.9045 0.06 0.00 -0.05
H 6.6608 0.5844 -1.3361 -0.04 0.09 -0.07
H -0.1420 0.8834 -1.1146 0.09 0.06 -0.07
H 1.0166 -1.1989 -1.5378 -0.01 -0.06 0.01
H -0.9063 4.0657 0.7773 -0.03 0.04 -0.10
H -2.3786 -1.2823 -0.0012 0.12 -0.05 0.00
H 8.9720 0.0095 -0.7232 0.06 0.04 -0.02
H 1.9412 0.7407 2.3768 0.06 -0.03 0.09
H -5.5367 3.2391 -0.1077 -0.05 0.06 0.00
H -8.7775 -4.3154 0.0021 0.02 0.01 0.00
H 5.2564 -2.9136 0.6548 -0.10 -0.08 0.02
H 3.9527 -0.4072 1.3520 0.03 0.02 0.09
H 1.9039 -1.5581 1.0979 -0.04 0.08 0.05
H 2.5782 2.1338 1.4952 0.08 0.01 0.05
H 2.6889 2.0428 -1.0529 0.09 0.03 -0.06
H 4.3360 1.0491 0.4410 0.03 0.05 0.07
H -0.2879 1.0849 1.4037 0.10 0.14 0.05
H 3.7845 -1.6587 -0.8424 0.04 0.04 -0.11
H 0.3006 2.5955 2.1160 -0.03 -0.04 0.01
H -3.3535 4.4303 -0.0992 -0.03 0.11 0.00
H -4.4735 -2.5855 -0.0007 0.02 -0.01 0.00
H 9.4338 -2.0324 0.5832 0.07 -0.02 0.02
H -9.1286 -2.8191 0.8827 -0.07 0.05 0.05
H -9.1372 -2.8260 -0.8880 -0.07 0.05 -0.05
```
Positions in Å, forces in eV/Å.

Properties
Energy (eV): -36031.624
Max |F| (eV Å⁻¹): 0.7
HOMO energy (eV): -8.24
E_LUMO (eV): 0.23
Spin multiplicity: 1
Orbital gap (eV): 8.4741
ΔE to the lowest compared entry with this formula, charge and spin (kcal/mol): 0.0
Structure (SMILES): CC(=O)Nc1ccc2nc(CN3CCC(CO)(CCc4ccccc4)CC3)ccc2c1

---

Entry 4:
Here is a cluster of 9 separate species, C5H27NO10 in total in a non-equilibrium geometry from the OMol25 dataset. Energies are from wB97M-V/def2-TZVPD.

```
43
Properties=species:S:1:pos:R:3:forces:R:3
O -0.0639 1.9851 -2.9241 -0.44 0.72 0.64
O 2.0200 -2.8116 -1.5009 0.44 0.00 -0.31
O -0.4075 -2.5455 -0.8066 -0.51 -0.55 0.73
O -0.4095 -2.7330 3.0520 0.32 0.63 0.25
O 0.2144 -0.4217 -0.6774 0.82 -1.08 0.17
O 3.4740 0.0568 -1.6695 -0.22 -0.85 -0.06
O -2.6047 3.8087 -0.4471 -0.18 0.42 -0.12
O -0.2149 1.8945 -0.1563 -0.20 1.78 -0.23
O 0.6893 -0.6080 -3.3745 0.10 0.00 0.11
O 2.0462 1.4841 1.2690 1.21 0.42 -0.85
N -0.1172 0.1774 2.1864 0.49 -0.22 1.97
C -1.9974 -0.9806 -0.0392 -1.31 -0.49 0.99
C 0.5184 0.9380 3.3039 -1.57 -0.68 0.56
C -2.2512 -0.8015 1.4972 -1.28 0.65 -2.27
C -0.5952 -1.3097 -0.4445 -1.42 0.40 -1.59
C -1.5568 0.4519 2.0267 1.11 -1.57 0.26
H -2.7378 -1.6789 -0.4417 0.64 -0.74 0.24
H -2.1494 -1.7138 2.0685 0.65 0.07 0.11
H 2.4719 -2.0324 -1.8661 -0.06 -0.04 0.18
H -1.7527 3.7585 0.0013 -0.12 -0.43 -0.04
H -3.1497 3.0932 -0.1087 0.25 -0.03 0.10
H 1.3520 2.1458 1.1468 -0.04 0.00 -0.26
H 0.4390 2.7213 -3.2824 0.02 -0.41 -0.45
H 0.5005 -0.8055 -2.4363 0.11 0.33 -0.17
H -0.2519 1.4626 3.8750 -0.09 0.38 -0.28
H 4.0403 0.6947 -1.2369 -0.08 0.38 -0.05
H 2.5745 -3.1161 -0.7792 0.18 -0.04 0.13
H -0.5304 0.9819 -0.1768 0.43 0.37 -0.27
H 1.9973 1.0197 0.4321 0.24 -0.16 -0.45
H -0.6783 -2.2112 3.8235 -0.06 -0.48 0.05
H -1.9779 0.5334 3.0274 0.12 0.81 0.03
H 0.5428 -2.6876 -1.0525 0.39 0.04 -0.22
H 2.7938 0.4950 -2.1886 0.12 0.37 0.07
H 0.0698 1.1468 -3.3813 0.67 0.02 -0.22
H 0.0014 -1.9991 2.5508 -0.08 -0.16 -0.09
H 0.0007 2.0730 -1.0974 -0.37 -0.20 0.35
H 0.8675 0.2307 4.0564 0.78 0.03 -0.13
H -2.4370 -0.0822 -0.4823 1.13 0.49 -0.19
H 1.2660 1.6246 2.9240 -0.12 -0.34 0.93
H 0.5207 0.3322 1.4217 -0.85 0.03 -0.32
H -3.3365 -0.6566 1.4214 -0.03 0.39 0.68
H -1.6202 1.3359 1.3930 -1.06 0.09 0.24
H -0.0476 -0.9712 -3.8645 -0.14 -0.35 -0.24
```
Positions in Å, forces in eV/Å.

Properties
Energy (eV): -27587.775
Max |F| (eV Å⁻¹): 2.7
HOMO energy (eV): -8.59
E_LUMO (eV): 0.16
Spin multiplicity: 1
Orbital gap (eV): 8.7460
ΔE to the lowest compared entry with this formula, charge and spin (kcal/mol): 85.5
Structure (SMILES): CNCCCC(=O)O.O.O.O.O.O.O.O.O

---

Entry 5:
Here is a structure of composition C30H34ClN6OPRbS in a non-equilibrium geometry from the OMol25 dataset. Energies are from wB97M-V/def2-TZVPD.

```
75
Properties=species:S:1:pos:R:3:forces:R:3
Rb 0.1142 1.5497 0.9222 -0.26 0.35 -0.33
Cl 2.1405 -0.4878 1.7191 0.40 -0.53 -0.22
S 0.8350 4.3732 2.2306 0.06 -0.07 0.09
P 1.1171 -0.8417 -1.2793 0.27 0.94 0.87
O -2.2299 0.5734 1.7386 0.88 0.72 -0.20
N -2.7598 1.8417 -0.9332 -0.70 0.31 -0.65
N -0.0715 2.4567 -1.8437 -0.09 0.06 0.23
N 0.2346 1.6750 3.7728 1.98 -3.58 1.30
N -0.7543 2.5212 3.6877 -0.98 2.24 -1.61
N 2.8543 2.5402 -0.3174 -0.42 0.07 -0.47
N -1.6493 4.4484 3.1158 -0.84 2.05 -0.27
C 4.1441 -3.6510 -0.8158 0.08 -0.40 -0.36
C -2.3560 -0.0171 2.8497 0.17 -0.22 0.52
C 2.8719 -1.6716 0.6670 0.43 -0.27 0.10
C -2.7617 -1.6380 -0.4491 -0.14 -0.14 -0.34
C 2.1541 -1.3516 -5.1180 -0.08 -0.45 0.19
C 1.0245 -1.3476 -2.9733 0.21 -1.43 -1.05
C 2.2708 3.4330 -1.3188 -0.55 0.55 -0.49
C 1.2767 2.7867 -2.3458 0.06 0.16 0.43
C -1.3079 -0.2640 3.8812 -1.61 -0.60 -0.46
C -3.6429 -0.5775 3.0933 0.06 -0.24 0.59
C -0.0406 0.3759 4.0000 1.41 3.61 -1.04
C 3.8457 -2.4698 1.2660 0.04 -0.03 -0.05
C -2.3040 3.2280 -0.8244 0.42 0.25 1.12
C 4.4756 -3.4509 0.5173 0.37 0.14 0.17
C -1.0264 3.5631 -1.6283 0.59 1.05 -0.83
C 0.0917 -2.2884 -3.4559 0.20 0.31 -0.07
C -1.4856 -3.0686 1.0104 -0.07 0.05 0.20
C -0.3367 -1.5971 -0.5247 -0.59 -1.18 0.23
C 3.1387 -2.9041 -1.3946 -0.41 0.92 0.42
C -3.8526 -1.4462 4.1235 -0.37 -0.55 0.55
C -2.8073 -1.8062 4.9846 -0.47 -0.78 0.48
C -0.5156 3.7086 3.0691 -0.19 -2.77 1.47
C 0.1876 -2.7199 -4.7756 -0.15 -0.27 0.10
C -1.5607 -1.2421 4.8489 -0.11 0.17 -0.07
C 2.0921 -0.9380 -3.7944 -0.65 0.17 -0.10
C -2.7050 -2.5912 0.5565 -0.46 -0.17 0.08
C -0.3036 -2.5882 0.4788 0.34 0.36 -0.47
C -1.5849 -1.1897 -1.0208 0.65 0.24 0.31
C 2.4962 -1.8595 -0.6686 0.08 -0.95 0.15
C 1.2129 -2.2721 -5.5896 0.19 0.54 -0.23
H 1.2257 3.4910 -3.1973 0.01 -0.09 0.06
H 1.7522 4.2401 -0.7672 0.09 -0.41 -0.18
H 5.2734 -4.0288 0.9671 -0.07 -0.07 0.04
H -3.6177 1.7739 -1.4962 0.58 0.02 0.42
H -3.0059 -2.5258 5.7766 0.09 0.06 -0.09
H 2.8542 -3.1139 -2.4219 -0.06 0.17 0.14
H 4.0963 -2.2997 2.3155 -0.05 -0.09 -0.38
H -3.0593 3.9994 -1.0590 0.10 -0.39 -0.27
H -1.4520 -3.7843 1.8248 -0.04 -0.04 -0.14
H 4.6501 -4.4117 -1.4291 -0.22 0.33 0.47
H -0.5032 4.4067 -1.1008 -0.36 -0.81 -0.33
H 2.9486 -1.0026 -5.7681 -0.02 -0.05 0.05
H -3.7185 -1.2542 -0.8158 0.32 -0.20 0.16
H 1.2681 -2.6087 -6.6171 0.01 -0.03 -0.01
H -4.8377 -1.9075 4.2958 0.37 0.28 -0.16
H -4.4363 -0.3110 2.4079 0.03 0.03 -0.11
H -2.3244 4.2369 3.8411 0.30 -0.29 -0.13
H -0.5175 1.7549 -2.4343 0.23 0.19 0.29
H -2.1130 3.4384 0.2465 0.15 -0.25 -0.36
H -1.4254 5.4274 3.0073 -0.35 0.06 -0.05
H -0.6901 -2.6981 -2.8003 0.44 0.35 -0.34
H 3.1808 3.0922 0.4665 0.03 -0.22 0.08
H -1.3446 4.0033 -2.6128 0.23 -0.29 0.40
H -3.6243 -3.0008 0.9724 0.19 0.25 0.04
H -2.9505 1.4636 -0.0041 0.11 -0.17 -0.06
H 3.6034 1.9718 -0.6959 -0.02 0.13 0.10
H 3.0221 3.9622 -1.9509 -0.16 -0.32 0.30
H -0.5278 -3.4423 -5.1719 0.15 0.17 0.16
H 2.8607 -0.2902 -3.3700 -0.19 -0.02 -0.18
H 0.6397 -3.0363 0.8053 -0.26 0.40 -0.01
H 1.7493 1.8562 -2.7164 -0.36 0.32 0.14
H -0.7571 -1.5210 5.5450 -0.30 0.19 -0.24
H -1.5879 -0.5103 -1.8649 -0.26 0.23 0.19
H 0.8465 -0.1656 4.3603 -0.44 -0.04 -0.30
```
Positions in Å, forces in eV/Å.

Properties
Energy (eV): -75952.785
Max |F| (eV Å⁻¹): 4.3
HOMO energy (eV): -2.93
E_LUMO (eV): 1.99
Spin multiplicity: 1
Orbital gap (eV): 4.9186
Charge: -1
ΔE to the lowest compared entry with this formula, charge and spin (kcal/mol): 1.4